# 1
# C21H39F6O13

A 5-piece molecular cluster, C21H39F6O13 overall in a non-equilibrium geometry (ωB97M-V with the def2-TZVPD basis set, the OMol25 dataset).

Last column: Löwdin charge in e.
Atoms and positions in Å:
O  1.5317  1.1143  -0.4398  0.063
C  0.3282  0.8203  -0.0335  -0.941
O  -0.1770  -0.1672  -0.5513  -0.033
O  -0.2674  1.5242  0.8187  -0.043
H  1.5838  0.3200  -0.9765  0.092
C  -1.9357  -2.6208  5.2873  -0.117
O  -2.3871  -2.7760  3.9320  -0.188
C  -2.6636  -4.1721  3.6233  -0.187
C  -3.3871  -4.3185  2.2805  -0.163
O  -2.7393  -3.5836  1.2116  -0.132
C  -2.8517  -4.0944  -0.1053  -0.185
C  -2.5675  -2.9994  -1.2180  -0.154
O  -3.3105  -1.8159  -0.7771  -0.171
C  -3.2330  -0.7408  -1.7444  -0.099
H  -2.7011  -2.8363  6.0328  0.074
H  -1.7058  -1.5892  5.5541  0.079
H  -0.9943  -3.1607  5.3895  0.080
H  -3.3023  -4.6258  4.3811  0.113
H  -1.7045  -4.6885  3.5814  0.116
H  -4.4294  -4.0187  2.3896  0.122
H  -3.3011  -5.3807  2.0514  0.115
H  -3.9078  -4.3433  -0.2100  0.107
H  -2.3189  -5.0264  -0.2939  0.111
H  -2.8606  -3.4175  -2.1810  0.102
H  -1.5019  -2.7705  -1.2012  0.115
H  -3.9214  0.0501  -1.4466  0.082
H  -3.6685  -0.8869  -2.7329  0.064
H  -2.1982  -0.4115  -1.8381  0.055
C  0.9717  3.5207  -2.8633  -0.091
O  0.3156  4.7323  -3.2650  -0.176
C  0.8091  5.9692  -2.6402  -0.189
C  0.2172  6.1729  -1.2831  -0.190
O  0.5862  5.2467  -0.2247  -0.123
C  1.9514  5.3825  0.2081  -0.171
C  2.3620  4.2393  1.1619  -0.196
O  1.8799  4.4090  2.4754  -0.163
C  2.7557  5.2299  3.2609  -0.114
H  0.7892  3.1457  -1.8563  0.075
H  2.0569  3.5553  -2.9602  0.085
H  0.6622  2.6394  -3.4251  0.057
H  0.4441  6.7756  -3.2763  0.116
H  1.8895  6.0593  -2.7534  0.111
H  -0.8639  6.0723  -1.3793  0.128
H  0.2639  7.2164  -0.9717  0.116
H  2.1596  6.3225  0.7191  0.110
H  2.5264  5.3786  -0.7179  0.107
H  3.4462  4.1715  1.0723  0.119
H  1.9331  3.2951  0.8263  0.109
H  3.1002  6.1377  2.7655  0.067
H  3.6666  4.7036  3.5459  0.081
H  2.2170  5.6654  4.1024  0.083
C  2.7435  0.8252  3.3576  -0.040
C  1.6788  -0.2346  3.4131  -0.237
O  2.1521  -1.4451  2.9397  0.028
C  1.3640  -2.4559  2.6006  -0.325
O  0.1184  -2.4884  2.6334  0.149
C  2.1610  -3.6763  2.1295  -0.521
F  1.7386  -4.7796  2.7660  0.153
F  1.9450  -3.8402  0.8394  0.185
F  3.5205  -3.5187  2.3123  0.116
H  3.0215  0.9641  2.3128  0.080
H  3.6234  0.3876  3.8290  0.074
H  2.3292  1.7185  3.8249  0.085
H  0.8460  0.0215  2.7581  0.124
H  1.2300  -0.4202  4.3890  0.131
C  -0.1871  0.1135  -4.2893  -0.060
C  -0.8470  -1.0264  -5.0643  -0.197
O  -0.5615  -2.2303  -4.2963  0.003
C  -0.3291  -3.4088  -4.9588  -0.298
O  -0.3532  -3.5636  -6.1841  0.110
C  0.0297  -4.6131  -3.9774  -0.509
F  -1.0469  -4.9533  -3.2402  0.151
F  0.4711  -5.6909  -4.6400  0.155
F  1.0479  -4.2124  -3.1917  0.155
H  -0.3251  1.1022  -4.7267  0.076
H  0.8691  -0.1553  -4.3098  0.087
H  -0.5484  0.0605  -3.2622  0.060
H  -0.3262  -1.0126  -6.0218  0.112
H  -1.9131  -0.8926  -5.2476  0.123

Properties
**Strongest force on any atom**: 0.123 hartree/bohr
**Electronic energy**: -2400.7928 Ha
**LUMO**: 2.72 eV
**M**: 613.5 g mol⁻¹
**Net charge**: -1
**Relative energy (zero: lowest compared OMol25 entry of this formula, charge and spin)**: 93.4 kJ/mol


# 2
# C5H12FNO2P

A 2-piece molecular cluster, C5H12FNO2P overall in a non-equilibrium geometry (ωB97M-V with the def2-TZVPD basis set, the OMol25 dataset).

Last column: natural (NBO) charge in e.
Atoms and positions in Å:
C  1.2455  0.5715  -0.6887  -0.212
C  -0.0132  -0.0919  0.0040  0.444
C  -0.2146  1.1495  -0.7612  0.300
C  0.1693  -2.3153  -0.3425  -0.267
C  -0.9667  -0.0216  2.2663  -0.252
N  1.9783  1.2778  0.3470  -0.690
O  -0.6145  -1.1715  -0.5003  -0.467
O  0.2369  -0.0149  1.3988  -0.585
F  -0.3544  2.2860  -0.0312  -0.352
P  -1.8875  0.7798  -3.0629  0.269
H  1.6628  0.1994  -1.5561  0.255
H  0.2378  -2.6491  0.6243  0.184
H  1.1263  -2.3050  -0.6602  0.178
H  -0.3906  -3.0873  -0.7239  0.212
H  -1.2153  -1.0263  2.7794  0.218
H  -1.7010  0.2912  1.4904  0.203
H  -0.6395  0.7096  3.0157  0.210
H  2.9739  1.0812  0.3948  0.446
H  1.4050  1.1539  1.1775  0.477
H  2.1618  2.2879  0.2741  0.436
H  -2.7590  1.4908  -2.1757  -0.011
H  -2.4412  -0.5957  -3.2696  0.004

Properties
**Strongest force on any atom**: 0.075 hartree/bohr
**Electronic energy**: -843.6622 Ha
**LUMO (spin up / spin down)**: -4.97 / -4.63 eV
**M**: 168.1 g mol⁻¹
**Net charge**: +1
**Relative energy (zero: lowest compared OMol25 entry of this formula, charge and spin)**: 91.4 kJ/mol


# 3
# C31H86F5NO18PS2

A 14-piece molecular cluster, C31H86F5NO18PS2 overall in a non-equilibrium geometry (ωB97M-V with the def2-TZVPD basis set, the OMol25 dataset).

Last column: Löwdin charge in e.
Atoms and positions in Å:
O  1.6002  2.9325  1.1623  -0.519
P  0.5199  3.8077  0.4788  0.680
S  -1.2814  3.7872  1.6590  0.428
O  -1.8599  5.1807  1.6672  -0.425
O  -0.8191  3.5134  3.0807  -0.412
N  -2.3771  2.5451  1.2718  -0.336
S  -3.0873  2.7332  -0.2684  0.602
O  -4.4307  2.0159  -0.1985  -0.404
O  -3.3760  4.1481  -0.6795  -0.397
C  -2.1597  1.7941  -1.5997  -0.232
C  -2.0512  0.2904  -1.0846  -0.192
C  -0.9118  -0.5782  -1.7892  -0.078
C  0.3975  -0.6561  -0.9075  -0.296
F  0.8524  0.6648  -0.6955  0.050
F  1.3827  -1.3163  -1.7114  0.029
C  0.2827  -1.5149  0.4321  -0.330
F  1.0416  -2.7024  0.3029  0.077
F  0.8868  -0.8122  1.4927  0.100
F  -1.0010  -1.9212  0.7719  0.117
H  0.3412  3.4304  -0.8884  -0.009
H  0.9896  5.1778  0.5136  0.013
H  -2.8190  1.8341  -2.5339  0.081
H  -1.1661  2.2699  -1.8629  0.073
H  -1.7752  0.3475  0.0306  0.101
H  -3.0866  -0.1817  -1.1065  0.124
H  -0.6162  -0.1376  -2.8047  0.137
H  -1.3184  -1.6263  -2.0174  0.110
C  -5.5998  0.7436  -5.7342  -0.095
C  -4.9641  1.7144  -4.7584  -0.304
O  -3.7673  1.1557  -4.2231  -0.102
H  -5.8267  -0.2041  -5.2384  0.078
H  -6.5214  1.1548  -6.1481  0.056
H  -4.9140  0.5173  -6.5574  0.064
H  -5.6393  1.9205  -3.9292  0.104
H  -4.7227  2.6621  -5.2503  0.116
H  -3.1689  0.9826  -4.9603  0.078
C  0.9553  -4.9527  -3.1346  -0.080
C  -0.1535  -4.6893  -2.1357  -0.290
O  -0.8736  -3.5156  -2.4976  -0.113
H  1.6419  -4.1028  -3.1786  0.074
H  1.5188  -5.8485  -2.8641  0.065
H  0.5462  -5.0851  -4.1412  0.064
H  0.2602  -4.5367  -1.1378  0.101
H  -0.8506  -5.5320  -2.0956  0.109
H  -1.2441  -3.6623  -3.3796  0.044
C  -7.4831  -0.7105  0.0087  -0.103
C  -6.5132  -1.0004  1.1391  -0.331
O  -5.2276  -0.4935  0.8252  -0.098
H  -7.1310  -1.1613  -0.9228  0.070
H  -8.4786  -1.1024  0.2366  0.063
H  -7.5607  0.3661  -0.1669  0.070
H  -6.4217  -2.0775  1.2975  0.107
H  -6.8547  -0.5418  2.0737  0.107
H  -5.3137  0.4655  0.6948  0.038
C  -8.1304  4.3115  -3.0603  -0.083
C  -8.3061  3.9268  -4.5165  -0.311
O  -7.7948  2.6178  -4.7461  -0.108
H  -7.0750  4.2786  -2.7793  0.083
H  -8.5138  5.3172  -2.8729  0.074
H  -8.6560  3.6080  -2.4082  0.074
H  -7.7623  4.6184  -5.1628  0.113
H  -9.3635  3.9470  -4.8011  0.103
H  -8.2850  2.0095  -4.1788  0.095
C  1.8586  -9.8926  -3.3318  -0.085
C  0.7413  -9.6204  -2.3418  -0.307
O  0.0212  -8.4468  -2.7123  -0.098
H  2.5463  -9.0436  -3.3760  0.077
H  2.4201  -10.7872  -3.0509  0.073
H  1.4585  -10.0321  -4.3383  0.044
H  1.1505  -9.4611  -1.3401  0.074
H  0.0424  -10.4640  -2.3009  0.111
H  -0.3497  -8.5914  -3.5973  0.043
C  4.5511  2.8831  3.6494  -0.096
C  3.4451  3.1529  4.6481  -0.319
O  2.7367  4.3301  4.2880  -0.093
H  5.2441  3.7283  3.6081  0.069
H  5.1093  1.9818  3.9163  0.068
H  4.1402  2.7569  2.6437  0.067
H  3.8600  3.3006  5.6478  0.106
H  2.7403  2.3164  4.6867  0.112
H  2.3641  4.1865  3.4049  0.059
C  -0.6041  -1.0237  4.6934  -0.087
C  -1.7731  -1.9224  4.3379  -0.328
O  -2.4880  -1.3882  3.2333  -0.079
H  -0.9546  -0.0184  4.9384  0.083
H  -0.0498  -1.4225  5.5475  0.068
H  0.0794  -0.9251  3.8465  0.056
H  -2.4646  -2.0006  5.1797  0.106
H  -1.4273  -2.9302  4.0801  0.102
H  -1.8743  -1.3303  2.4888  0.046
C  4.2484  8.0268  3.2893  -0.079
C  4.0798  7.6410  1.8328  -0.321
O  4.5909  6.3329  1.6075  -0.092
H  5.3009  7.9938  3.5749  0.045
H  3.8643  9.0330  3.4736  0.078
H  3.7197  7.3239  3.9391  0.078
H  4.6270  8.3322  1.1880  0.107
H  3.0238  7.6610  1.5438  0.105
H  4.0962  5.7251  2.1742  0.061
C  3.0548  -9.5471  2.5080  -0.095
C  2.7871  -8.9517  1.1396  -0.307
O  1.7517  -9.6740  0.4799  -0.109
H  3.3438  -10.5973  2.4189  0.075
H  3.8520  -9.0043  3.0210  0.074
H  2.1535  -9.5153  3.1267  0.073
H  3.6827  -9.0049  0.5179  0.115
H  2.4863  -7.9028  1.2227  0.114
H  0.9598  -9.6157  1.0294  0.096
C  8.2605  7.4848  5.7936  -0.087
C  7.5745  8.6679  5.1392  -0.321
O  6.4528  9.0727  5.9150  -0.087
H  7.5655  6.6480  5.8959  0.081
H  9.1219  7.1584  5.2054  0.072
H  8.5997  7.7428  6.8008  0.062
H  7.2182  8.4000  4.1436  0.093
H  8.2618  9.5155  5.0437  0.107
H  6.7785  9.3160  6.7919  0.049
C  6.9832  9.9494  10.9747  -0.094
C  6.8190  9.5590  9.5190  -0.333
O  7.3322  8.2506  9.2978  -0.088
H  8.0368  9.9186  11.2630  0.076
H  6.5974  10.9554  11.1555  0.074
H  6.4535  9.2478  11.6251  0.074
H  7.3669  10.2502  8.8744  0.112
H  5.7641  9.5772  9.2268  0.115
H  6.8384  7.6440  9.8628  0.088
C  -0.9708  -9.6530  -7.7341  -0.091
C  -1.0809  -8.5544  -6.6954  -0.301
O  -0.2565  -8.8517  -5.5731  -0.104
H  -1.2687  -10.6141  -7.3082  0.078
H  -1.6040  -9.4386  -8.5980  0.074
H  0.0631  -9.7614  -8.0746  0.074
H  -2.1097  -8.4639  -6.3425  0.118
H  -0.7729  -7.5903  -7.1126  0.110
H  0.6531  -8.9213  -5.8886  0.083
C  -1.7598  -1.9280  -7.0352  -0.083
C  -1.1614  -2.8933  -6.0312  -0.311
O  -2.1734  -3.3880  -5.1590  -0.089
H  -2.2401  -1.0912  -6.5222  0.066
H  -0.9919  -1.5367  -7.7063  0.077
H  -2.5317  -2.4208  -7.6337  0.074
H  -0.4072  -2.3922  -5.4214  0.118
H  -0.6881  -3.7406  -6.5383  0.107
H  -2.8326  -3.8377  -5.7012  0.093

Properties
**Strongest force on any atom**: 0.131 hartree/bohr
**Electronic energy**: -4278.6981 Ha
**LUMO**: 1.54 eV
**M**: 951.1 g mol⁻¹
**Net charge**: -1


> Which of these has the highest net charge?

C5H12FNO2P